(one)
Below is a molecular structure, CHNO3S, with properties calculated with ωB97M-V with the def2-TZVPD basis set.

Structure (ORCA input):
```
! RIJCOSX wB97M-V def2-TZVPD def2/J DEFGRID3
* xyz 0 1
C 0.3009 -0.3612 0.0511
N 1.2769 -0.0208 -0.5176
O 3.1362 1.1736 0.8276
O 3.4182 -1.2774 0.5870
O 4.2700 0.2505 -1.1334
S 3.4642 0.0248 0.0652
H -0.6980 -0.7384 0.4580
*
```

frontier orbital gap	0.3985	Ha
LUMO level	-0.5	eV
HOMO	-11.3	eV

Here are the natural (NBO) charges for atoms 1 to 4, given in e:
1. C 0.21
2. N -0.41
3. O -0.85
4. O -0.85



(two)
Below is a molecular structure, CHNO3S, with properties calculated with ωB97M-V with the def2-TZVPD basis set.

Structure (ORCA input):
```
! RIJCOSX wB97M-V def2-TZVPD def2/J DEFGRID3
* xyz 0 1
C 3.2347 -0.2125 -0.1567
N 1.5887 -1.1488 -0.4483
O 2.6044 -0.5928 -1.2611
O 2.2856 -0.8329 0.6656
O -0.3695 0.0270 0.8035
S 4.5274 0.7203 0.2892
H -1.2643 -0.1185 0.6876
*
```

frontier orbital gap (spin up / spin down)	0.3047 / 0.2735	Ha
LUMO level (spin up / spin down)	-1.8 / -2.2	eV
HOMO (spin up / spin down)	-10.1 / -9.6	eV

Here are the natural (NBO) charges for atoms 1 to 4, given in e:
1. C 0.39
2. N 0.26
3. O -0.34
4. O -0.31



(three)
Below is a single CHNO3S molecule, with properties calculated with ωB97M-V with the def2-TZVPD basis set.

Structure (ORCA input):
```
! RIJCOSX wB97M-V def2-TZVPD def2/J DEFGRID3
* xyz 0 1
C 1.6882 0.2468 0.2182
N 0.7149 -0.2838 0.3996
O -1.2671 1.2235 0.3095
O -0.8883 -0.5692 -1.4293
O -1.7229 -1.1385 0.7927
S -1.1788 -0.1899 -0.0724
H 2.6538 0.7111 -0.2183
*
```

frontier orbital gap	0.3881	Ha
LUMO level	-0.4	eV
HOMO	-11.0	eV

Here are the natural (NBO) charges for atoms 1 to 4, given in e:
1. C 0.30
2. N -0.43
3. O -0.88
4. O -0.88



(one) has the most favorable energy; the next structure is 18.6 kJ/mol above.



(one)
Below is a single C3H6N4 molecule, with properties calculated with ωB97M-V with the def2-TZVPD basis set.

Structure (ORCA input):
```
! RIJCOSX wB97M-V def2-TZVPD def2/J DEFGRID3
* xyz 0 1
N 2.5496 0.0554 -0.1432
N 1.1197 0.0644 -0.0473
N 0.4577 1.2030 -0.3917
C -0.8469 1.1225 -0.3954
C -1.6516 -0.1658 -0.2211
C -0.7717 -1.0489 0.5419
N 0.5179 -0.9740 0.5031
H 2.7156 -0.7470 0.4443
H 3.0067 0.9243 0.0328
H -1.3949 1.9956 -0.4532
H -2.7169 0.1277 0.2123
H -1.8789 -0.6482 -1.2164
H -1.1063 -1.9089 1.1340
*
```

frontier orbital gap	0.3134	Ha
LUMO level	1.1	eV
HOMO	-7.4	eV
structure (SMILES)	NN1N=CCC=N1

Here are the natural (NBO) charges for atoms 1 to 4, given in e:
1. N -0.65
2. N 0.05
3. N -0.23
4. C 0.03



(two)
Below is a single C3H6N4 molecule, with properties calculated with ωB97M-V with the def2-TZVPD basis set.

Structure (ORCA input):
```
! RIJCOSX wB97M-V def2-TZVPD def2/J DEFGRID3
* xyz 0 1
H 0.7276 1.9285 0.8279
N 1.0828 1.1308 1.3519
C 0.4090 0.0881 0.9191
N 0.1429 -1.1455 1.4966
N -0.1581 -2.1207 0.5359
C -0.5255 -1.3265 -0.4549
N -0.3062 -0.0504 -0.2506
C -0.2334 1.0202 -1.1077
H 0.5220 -1.5832 2.3910
H -0.8941 -1.8161 -1.4117
H -1.2142 1.8138 -0.9487
H -0.3267 0.5816 -2.2379
H 0.7738 1.4793 -1.1109
*
```

frontier orbital gap	0.3323	Ha
LUMO level	0.7	eV
HOMO	-8.3	eV
structure (SMILES)	[H]/N=c1/[nH]ncn1C

Here are the natural (NBO) charges for atoms 1 to 4, given in e:
1. H 0.34
2. N -0.77
3. C 0.54
4. N -0.45



(three)
Below is 2 unconnected molecules or ions with the total composition C3H6N4, with properties calculated with ωB97M-V with the def2-TZVPD basis set.

Structure (ORCA input):
```
! RIJCOSX wB97M-V def2-TZVPD def2/J DEFGRID3
* xyz 0 1
C 1.6675 1.5724 -0.2785
C 2.5658 0.7503 -0.9593
C 0.7230 -0.3507 -0.2331
N 0.5458 0.8919 0.0911
N 1.9206 -0.5262 -0.8840
N -2.2776 0.3688 0.4496
N -2.8930 -0.2859 1.2531
H 1.7075 2.6121 -0.3194
H 3.4955 0.9457 -1.5231
H 2.3905 -1.3754 -1.1953
H -2.7599 0.7147 -0.4782
H -1.3834 0.6965 0.4948
H -0.0235 -1.0833 -0.0335
*
```

frontier orbital gap	0.3020	Ha
LUMO level	0.7	eV
HOMO	-7.5	eV

Here are the natural (NBO) charges for atoms 1 to 4, given in e:
1. C -0.08
2. C -0.11
3. C 0.17
4. N -0.50



(four)
Below is a single C3H6N4 molecule, with properties calculated with ωB97M-V with the def2-TZVPD basis set.

Structure (ORCA input):
```
! RIJCOSX wB97M-V def2-TZVPD def2/J DEFGRID3
* xyz 0 1
H 2.2972 1.1171 0.9632
N 1.9912 0.3504 0.3719
C 0.7925 0.2778 0.0521
C -0.4608 1.1478 0.6949
N -1.3048 0.1358 1.2552
N -1.3904 -0.9908 0.7515
N -0.9814 -1.2305 -0.5147
C 0.2593 -0.6441 -1.0035
H -0.1288 1.8127 1.4925
H -0.9750 1.6819 -0.1093
H -1.1889 -2.1673 -0.8223
H 1.0111 -1.4125 -1.2039
H 0.0786 -0.0783 -1.9277
*
```

frontier orbital gap	0.3558	Ha
LUMO level	0.8	eV
HOMO	-8.8	eV
structure (SMILES)	[H]/N=C1\CN=NNC1

Here are the natural (NBO) charges for atoms 1 to 4, given in e:
1. H 0.35
2. N -0.62
3. C 0.32
4. C -0.36



(two) has the most favorable energy; the next structure is 57.4 kJ/mol above.



(one)
Below is 2 unconnected molecules or ions with the total composition C3H6N4, with properties calculated with ωB97M-V with the def2-TZVPD basis set.

Structure (ORCA input):
```
! RIJCOSX wB97M-V def2-TZVPD def2/J DEFGRID3
* xyz 0 1
C 0.4642 -0.0393 0.4728
C -0.4859 -0.0685 1.4095
C -0.3020 -0.0884 -0.8665
H 2.4123 0.5535 -0.2820
H 1.8010 0.1665 1.9237
H -0.6347 0.4113 2.3950
H -2.5638 0.0951 1.1665
H -0.4389 -0.1414 -2.7150
H 1.1263 -0.5766 -2.2238
N 1.7446 0.0057 0.7929
N -1.7676 -0.1059 0.6950
N -1.6241 -0.3723 -0.7157
N 0.2687 0.1603 -2.0523
*
```

frontier orbital gap	0.2784	Ha
LUMO level	0.4	eV
HOMO	-7.2	eV

Here are the natural (NBO) charges for atoms 1 to 4, given in e:
1. C 0.02
2. C -0.15
3. C 0.29
4. H 0.39



(two)
Below is a single C3H6N4 molecule, with properties calculated with ωB97M-V with the def2-TZVPD basis set.

Structure (ORCA input):
```
! RIJCOSX wB97M-V def2-TZVPD def2/J DEFGRID3
* xyz 0 1
N -1.0310 -0.8461 -0.9776
N -1.0011 -0.6046 0.3438
C 0.2558 -0.8196 0.8948
C 1.3311 -0.1958 0.3063
C 1.1576 0.8392 -0.5714
N -0.2696 1.7087 -0.0859
N -0.9828 0.9596 0.6328
H -1.9397 -0.9117 -1.3553
H -0.3340 -0.3197 -1.4914
H 0.4388 -1.6029 1.7014
H 2.3597 -0.4355 0.7002
H 1.4666 1.1004 -1.6093
H -1.4513 1.1279 1.5117
*
```

frontier orbital gap (spin up / spin down)	0.2905 / 0.2909	Ha
LUMO level (spin up / spin down)	0.2 / 0.2	eV
HOMO (spin up / spin down)	-7.7 / -7.7	eV
structure (SMILES)	NN1C=CC=NN1

Here are the natural (NBO) charges for atoms 1 to 4, given in e:
1. N -0.63
2. N -0.15
3. C -0.14
4. C -0.34



(three)
Below is 2 unconnected molecules or ions with the total composition C3H6N4, with properties calculated with ωB97M-V with the def2-TZVPD basis set.

Structure (ORCA input):
```
! RIJCOSX wB97M-V def2-TZVPD def2/J DEFGRID3
* xyz 0 1
C -0.1980 -0.6008 0.9772
C -0.0924 0.9909 -1.4406
C 1.1161 1.4748 -1.3545
N 0.2612 -1.6599 1.2034
N -1.2135 0.5179 -1.6159
N 1.0399 -2.5929 1.0107
N -1.1570 0.2387 1.3504
H 1.9344 1.1522 -2.0145
H 1.2125 2.4876 -0.8194
H -1.5019 -0.2256 -1.0747
H 0.5709 -3.3859 0.7741
H -0.9903 1.0307 0.7142
H -0.9820 0.5724 2.2895
*
```

frontier orbital gap	0.3206	Ha
LUMO level	0.4	eV
HOMO	-8.3	eV

Here are the natural (NBO) charges for atoms 1 to 4, given in e:
1. C 0.28
2. C 0.41
3. C -0.67
4. N -0.05



(one) has the most favorable energy; the next structure is 66.4 kJ/mol above.



(one)
Below is a single C3H6N4 molecule, with properties calculated with ωB97M-V with the def2-TZVPD basis set.

Structure (ORCA input):
```
! RIJCOSX wB97M-V def2-TZVPD def2/J DEFGRID3
* xyz 0 1
N -2.3700 0.0843 0.2112
N -1.0663 -0.3301 -0.3400
C 0.0003 0.8763 0.1126
C 1.2649 0.5549 0.2071
C 1.6031 -0.8893 -0.2083
N 0.5481 -1.7624 0.1989
N -0.6588 -1.5368 0.1375
H -2.6133 -0.7412 0.7996
H -2.9654 0.0528 -0.5735
H -0.6436 1.8177 0.3663
H 1.9580 1.1489 0.7665
H 1.8019 -1.0989 -1.2731
H 2.6571 -1.1494 0.2547
*
```

frontier orbital gap	0.3703	Ha
LUMO level	1.1	eV
HOMO	-9.0	eV
structure (SMILES)	NN1C=CCN=N1

Here are the natural (NBO) charges for atoms 1 to 4, given in e:
1. N -0.65
2. N -0.17
3. C -0.03
4. C -0.28



(two)
Below is a single C3H6N4 molecule, with properties calculated with ωB97M-V with the def2-TZVPD basis set.

Structure (ORCA input):
```
! RIJCOSX wB97M-V def2-TZVPD def2/J DEFGRID3
* xyz 0 1
C 0.3384 -0.5895 0.2292
C -3.7642 -1.0700 -0.2285
C 1.5001 0.2499 -0.1453
N -3.3612 0.0296 -0.0309
N -2.7837 1.1049 0.0424
N -1.3911 1.0101 0.0909
N -0.8565 -0.2233 0.2589
H 0.4374 -1.5665 0.4657
H -4.1843 -1.8958 0.4315
H 1.7871 0.1655 -1.0858
H 2.3425 0.0880 0.5911
H 1.3343 1.3752 -0.0180
H -0.8018 1.5281 -0.5155
*
```

frontier orbital gap	0.3213	Ha
LUMO level	1.0	eV
HOMO	-7.7	eV

Here are the natural (NBO) charges for atoms 1 to 4, given in e:
1. C 0.04
2. C -0.02
3. C -0.68
4. N -0.06



(three)
Below is a single C3H6N4 molecule, with properties calculated with ωB97M-V with the def2-TZVPD basis set.

Structure (ORCA input):
```
! RIJCOSX wB97M-V def2-TZVPD def2/J DEFGRID3
* xyz 0 1
H -2.4506 0.8029 1.3944
N -1.8411 0.1638 1.7760
C -0.9371 -0.0905 0.9163
N 0.0918 -1.0255 1.2456
C 1.0111 -0.9488 0.2319
C 0.6182 0.0098 -0.6935
N 1.2704 0.6167 -1.7258
N -0.6847 0.4009 -0.2926
H -0.2166 -1.9048 1.5442
H 1.9941 -1.5193 0.1440
H 0.6666 0.6174 -2.5104
H 1.5931 1.5139 -1.4931
H -1.1152 1.3633 -0.5368
*
```

frontier orbital gap	0.2972	Ha
LUMO level	0.7	eV
HOMO	-7.4	eV
structure (SMILES)	[H]/N=c1/[nH]cc(N)[nH]1

Here are the natural (NBO) charges for atoms 1 to 4, given in e:
1. H 0.32
2. N -0.76
3. C 0.55
4. N -0.59



(three) has the most favorable energy; the next structure is 331.7 kJ/mol above.



(one)
Below is a molecular structure, C2H3NO2, with properties calculated with ωB97M-V with the def2-TZVPD basis set.

Structure (ORCA input):
```
! RIJCOSX wB97M-V def2-TZVPD def2/J DEFGRID3
* xyz 0 1
C -0.6944 -1.0611 -0.0543
C 1.0436 0.6496 -0.0522
N -0.3453 0.2070 -0.0533
O -1.1244 1.2305 0.0735
O 1.9507 -0.1235 0.0711
H -1.8165 -1.2188 0.0092
H 0.1267 -1.7631 -0.0134
H 0.8595 2.0795 0.0196
*
```

frontier orbital gap (spin up / spin down)	0.3253 / 0.3252	Ha
LUMO level (spin up / spin down)	-0.7 / -0.7	eV
HOMO (spin up / spin down)	-9.5 / -9.5	eV

Here are the natural (NBO) charges for atoms 1 to 4, given in e:
1. C -0.16
2. C 0.55
3. N -0.02
4. O -0.52



(two)
Below is 2 unconnected molecules or ions with the total composition C2H3NO2, with properties calculated with ωB97M-V with the def2-TZVPD basis set.

Structure (ORCA input):
```
! RIJCOSX wB97M-V def2-TZVPD def2/J DEFGRID3
* xyz 0 1
C -0.7362 0.4322 -3.0144
C 0.6987 -0.2981 2.1773
N -1.3640 0.1331 -2.0887
O -0.4000 -0.1784 1.5584
O -0.4490 0.0747 0.2325
H -0.1001 0.7421 -3.8127
H 1.7662 -0.2701 1.7680
H 0.5844 -0.6356 3.1797
*
```

frontier orbital gap (spin up / spin down)	0.3299 / 0.3303	Ha
LUMO level (spin up / spin down)	-0.4 / -0.4	eV
HOMO (spin up / spin down)	-9.4 / -9.4	eV

Here are the natural (NBO) charges for atoms 1 to 4, given in e:
1. C 0.05
2. C 0.13
3. N -0.27
4. O -0.07



(one) has the most favorable energy; the next structure is 216.3 kJ/mol above.



(one)
Below is 2 unconnected molecules or ions with the total composition C2H3NO2, with properties calculated with ωB97M-V with the def2-TZVPD basis set.

Structure (ORCA input):
```
! RIJCOSX wB97M-V def2-TZVPD def2/J DEFGRID3
* xyz 0 1
C 0.0843 -0.9521 0.1117
C -0.2325 0.1033 -0.8071
N -2.1597 0.3925 0.3783
O -0.1868 -2.1619 0.0374
O -2.8760 -0.4792 0.0921
H 0.4207 -0.5246 1.2121
H 0.1741 1.0881 -0.6259
H -0.4931 0.0478 -1.9037
*
```

frontier orbital gap (spin up / spin down)	0.3101 / 0.2971	Ha
LUMO level (spin up / spin down)	-0.9 / -1.2	eV
HOMO (spin up / spin down)	-9.3 / -9.3	eV

Here are the natural (NBO) charges for atoms 1 to 4, given in e:
1. C 0.29
2. C -0.40
3. N 0.28
4. O -0.54



(two)
Below is 2 unconnected molecules or ions with the total composition C2H3NO2, with properties calculated with ωB97M-V with the def2-TZVPD basis set.

Structure (ORCA input):
```
! RIJCOSX wB97M-V def2-TZVPD def2/J DEFGRID3
* xyz 0 1
C 0.0211 0.8027 0.8194
C 0.8449 -0.1225 0.1041
N -2.2118 -0.2323 -0.6745
O -0.0917 1.7294 1.5677
O -1.8918 -1.3293 -1.0324
H 1.5409 -0.6566 0.5886
H 0.4240 -0.7925 -0.6999
H 1.3644 0.6011 -0.6731
*
```

frontier orbital gap (spin up / spin down)	0.2160 / 0.2138	Ha
LUMO level (spin up / spin down)	-0.6 / -0.6	eV
HOMO (spin up / spin down)	-6.5 / -6.5	eV

Here are the natural (NBO) charges for atoms 1 to 4, given in e:
1. C 0.68
2. C -0.79
3. N 0.04
4. O -0.44



(three)
Below is a single C2H3NO2 molecule, with properties calculated with ωB97M-V with the def2-TZVPD basis set.

Structure (ORCA input):
```
! RIJCOSX wB97M-V def2-TZVPD def2/J DEFGRID3
* xyz 0 1
H 1.9792 0.5038 -1.7019
N 1.5798 0.8621 -0.8366
C 0.5989 0.1543 -0.5013
O -0.0714 0.5024 0.6536
C -1.1385 -0.2509 1.0148
O -1.5536 -1.2138 0.4333
H 0.1755 -0.7200 -0.9973
H -1.5699 0.1621 1.9354
*
```

frontier orbital gap	0.4323	Ha
LUMO level	0.9	eV
HOMO	-10.8	eV
structure (SMILES)	[H]/N=C/OC=O

Here are the natural (NBO) charges for atoms 1 to 4, given in e:
1. H 0.35
2. N -0.62
3. C 0.37
4. O -0.50



(three) has the most favorable energy; the next structure is 404.1 kJ/mol above.